No. 1
Molecular formula: C24H40AsN4O10PS2Y
Method: DFT, ωB97M-V with the def2-TZVPD basis set

ORCA input file:
```
! wB97M-V def2-TZVPD RIJCOSX def2/J DEFGRID3
* xyz 1 1
Y -1.25401 0.53357 1.32038
O 0.60088 3.14747 3.55334
As 0.68454 1.39555 4.24951
O 0.56238 1.66797 5.92590
O -0.58367 0.54724 3.42250
C 2.35073 0.51069 3.65366
C 3.31230 0.38943 4.66675
C 4.58358 -0.12956 4.34905
C 4.88627 -0.61520 3.08422
C 3.80999 -0.80542 2.23062
C 2.60170 -0.16699 2.46715
S 1.70970 0.21680 1.04796
O 1.12319 1.55783 1.17709
O 2.65131 -0.00297 -0.03341
O 0.51353 -0.72102 0.99561
H 0.92438 3.64728 4.33867
H 3.04000 0.61686 5.69933
H 5.33333 -0.14543 5.08185
H 5.87273 -1.01541 2.77433
H 3.89596 -1.35438 1.32416
C -0.48138 -4.01083 0.77780
N -1.43787 -2.97802 1.23254
C -1.39710 -2.69963 2.65837
C -2.31031 -2.31166 0.44402
O -2.59014 -1.12144 0.88862
N -2.80017 -2.85295 -0.68784
C -2.98934 -4.24890 -0.88926
C -3.37651 -1.99049 -1.69647
H -0.26254 -3.98537 -0.35385
H -0.83173 -5.03513 0.81415
H 0.47627 -3.83680 1.28108
H -2.37485 -2.73869 3.12966
H -0.95768 -1.70685 2.88159
H -0.80693 -3.48528 3.09122
H -4.06692 -4.40115 -0.97499
H -2.56185 -4.89263 -0.14232
H -2.67788 -4.61471 -1.93225
H -2.89462 -1.02381 -1.75039
H -4.47230 -1.80804 -1.44426
H -3.59409 -2.51140 -2.64310
N -0.19928 4.08372 0.65708
C -1.11902 3.12993 0.61160
S -1.72277 2.39302 -0.77889
N -1.75703 3.01891 1.83505
C -3.07293 2.65862 2.15200
C -3.25436 2.29157 3.56163
C -4.43833 1.81083 4.00844
C -5.38363 1.34875 3.00580
C -5.32759 1.94152 1.70293
C -4.17913 2.65905 1.28554
H 0.45238 4.02184 -0.11609
H 0.38377 4.26549 1.52096
H -1.09139 3.20593 2.63987
H -2.33213 2.41405 4.21295
H -4.59855 1.62782 5.06114
H -6.05403 0.48737 3.26768
H -6.10789 1.71995 0.93380
H -4.07991 2.98226 0.23819
C 2.21734 2.93604 -2.09028
C 2.67896 2.59713 -3.50901
O 2.03533 1.44464 -4.06502
P 1.40626 0.07102 -3.60594
O 2.46748 -1.02614 -4.28299
C 3.43894 -1.54449 -3.28644
C 4.66051 -0.65031 -3.44419
O 0.17059 0.02619 -4.60259
C 0.23715 -0.55205 -5.96787
C -1.14192 -1.12740 -6.27982
H 2.25120 4.04308 -1.93480
H 3.04587 2.55266 -1.46362
H 1.32248 2.50292 -1.74225
H 3.75745 2.39708 -3.41858
H 2.58924 3.37197 -4.22394
H 3.60016 -2.60589 -3.63185
H 3.02011 -1.42351 -2.30822
H 4.92440 -0.52231 -4.52939
H 5.49620 -1.00500 -2.82981
H 4.47761 0.44701 -3.05531
H 0.90752 -1.39519 -5.93586
H 0.59236 0.23677 -6.61956
H -0.96753 -1.97699 -6.86947
H -1.87984 -0.43364 -6.76897
H -1.63692 -1.44470 -5.34690
*
```

Results
relative energy (zero: lowest compared OMol25 entry of this formula, charge and spin)	95.6	kJ/mol
LUMO energy	-3.2	eV
highest occupied orbital energy	-10.237	eV
orbital gap	7.004	eV

Mulliken atomic charge list, values in e, 2 entries: 1.14 -0.67

No. 2
Molecular formula: C24H40HgO12
Method: DFT, ωB97M-V with the def2-TZVPD basis set

ORCA input file:
```
! wB97M-V def2-TZVPD RIJCOSX def2/J DEFGRID3
* xyz 0 1
Hg -0.16980 -0.06922 -0.06443
C 3.28168 1.91912 2.41518
C 2.98972 0.82048 1.38415
O 1.86115 0.92190 0.58103
H 4.19310 1.84355 3.00823
H 2.40562 1.99989 3.05868
H 3.30804 2.88694 1.91446
H 3.06323 -0.06859 2.01044
H 3.90525 0.74406 0.79759
C -4.65263 -0.43711 -1.30750
C -3.47121 -1.21763 -0.78083
O -2.15168 -0.82708 -1.00774
H -4.79601 -0.98027 -2.24159
H -4.50238 0.64146 -1.35438
H -5.57896 -0.77334 -0.84170
H -3.70124 -2.26097 -0.99676
H -3.56450 -1.14073 0.30245
O -1.15330 2.00610 -0.25825
C -1.68460 3.04554 -0.69683
O -2.91972 3.46707 -0.44986
C -3.32612 4.56537 -1.27105
C -2.00282 5.04548 -1.90518
C -0.94698 4.07606 -1.47406
H -3.88608 5.34628 -0.75654
H -3.93821 4.16522 -2.07934
H -1.69833 6.05503 -1.62913
H -2.09787 5.04792 -2.99102
H -0.17517 4.39499 -0.77357
H -0.51640 3.59580 -2.35273
O 0.28533 -1.67142 1.53678
C 0.46801 -2.37639 2.54538
O 0.62358 -3.62287 2.35705
C 1.14250 -4.27486 3.45398
C 1.58018 -3.23071 4.41532
C 0.88011 -1.99931 3.93822
H 2.03430 -4.84873 3.20203
H 0.43642 -4.99537 3.86681
H 2.66144 -3.12143 4.33150
H 1.31508 -3.33109 5.46782
H 1.46429 -1.08281 3.85540
H -0.05279 -1.82555 4.47450
O -1.46942 0.34587 2.11749
C -2.65828 0.15634 2.49977
O -2.99872 -0.94371 3.16769
C -4.41124 -1.06119 3.27394
C -4.91001 0.42408 3.20528
C -3.91746 1.13500 2.32715
H -4.64168 -1.49795 4.24566
H -4.80891 -1.70839 2.49222
H -4.82753 0.79303 4.22761
H -5.94590 0.47298 2.86964
H -3.90916 2.19662 2.57412
H -4.12766 1.20010 1.25959
O 0.85033 -1.79467 -1.24677
C 1.91373 -2.32492 -1.44966
O 2.02630 -3.00480 -2.57820
C 3.39605 -3.21763 -2.84987
C 4.20694 -2.77262 -1.64564
C 3.19824 -2.42053 -0.60790
H 3.58342 -2.55746 -3.69672
H 3.78931 -4.22216 -3.00596
H 4.94336 -2.03746 -1.97016
H 4.87173 -3.50309 -1.18459
H 3.43321 -1.51912 -0.04190
H 2.95309 -3.27522 0.02258
O 0.25471 0.76895 -2.41097
C 1.20604 0.83425 -3.15083
O 1.15555 0.27940 -4.38555
C 2.32175 0.58283 -5.15499
C 3.32808 1.08507 -4.10934
C 2.44241 1.66423 -3.03842
H 2.14152 1.27530 -5.97725
H 2.64155 -0.32554 -5.66557
H 4.03462 1.78464 -4.55601
H 3.97748 0.28163 -3.76167
H 2.19782 2.64760 -3.44001
H 2.84640 1.82555 -2.03899
*
```

Results
relative energy (zero: lowest compared OMol25 entry of this formula, charge and spin)	203.6	kJ/mol
LUMO energy	0.6	eV
highest occupied orbital energy	-6.216	eV
orbital gap	6.841	eV

Mulliken atomic charge list, values in e, 2 entries: 3.77 -1.51

No. 3
Molecular formula: C24H40O12
Method: DFT, ωB97M-V with the def2-TZVPD basis set

ORCA input file:
```
! wB97M-V def2-TZVPD RIJCOSX def2/J DEFGRID3
* xyz 0 1
C 3.35366 -2.02052 -0.34070
O 3.14513 -1.79088 -1.77960
C 1.89691 -1.03784 -2.01311
C 0.96244 -1.78734 -3.17049
C -0.54895 -1.88252 -2.54888
C -0.96177 -3.33437 -1.91630
C 0.29007 -4.30200 -1.49501
C 0.64609 -5.46926 -2.60637
C 0.08975 -5.55029 -3.98795
C 0.59601 -6.79499 -4.96713
O 0.34844 -6.69403 -6.30248
C 1.42190 -8.12059 -4.42351
C 1.98291 -8.02885 -3.01999
C 1.69731 -6.65364 -2.13683
O 2.37271 -6.57148 -0.96417
H 3.46845 -1.00130 0.23253
H 2.50655 -2.62448 0.19475
H 4.35029 -2.65150 -0.19799
H 1.28847 -0.91279 -1.00102
H 2.18908 0.07299 -2.33599
H 1.41441 -2.79553 -3.55421
H 0.92996 -1.02355 -4.07746
H -1.31225 -1.67830 -3.44416
H -0.76032 -1.04708 -1.74086
H -1.75183 -3.83894 -2.63905
H -1.56625 -3.10342 -0.91269
H -0.05262 -4.88446 -0.51101
H 1.28144 -3.74889 -1.21307
H -0.69703 -4.74741 -4.37951
H 1.61054 -9.08606 -5.10017
H 2.61035 -8.94197 -2.58607
C 2.83233 2.98608 4.34332
C 2.64999 3.16506 2.84677
O 2.07399 1.98989 2.26336
C 0.73184 1.86293 2.40321
O -0.01139 2.65365 2.96521
O 0.35721 0.69144 1.83116
C -1.02990 0.39580 1.97403
H 3.39762 2.07307 4.55663
H 3.36086 3.84072 4.77452
H 1.86688 2.88702 4.84960
H 3.62860 3.30702 2.37582
H 2.04965 4.05254 2.61533
H -1.65239 1.22701 1.62735
H -1.25331 0.15428 3.01777
H -1.25504 -0.48067 1.35989
C 1.41721 6.76483 9.72910
C 0.54949 5.62077 10.22220
O -0.53943 5.38698 9.32067
C -0.23860 4.66938 8.21090
O 0.85705 4.20879 7.92650
O -1.36100 4.57039 7.45565
C -1.16491 3.89850 6.21387
H 0.80996 7.65608 9.54051
H 2.19002 7.00958 10.46295
H 1.90778 6.50948 8.78444
H 0.11005 5.88851 11.18907
H 1.13423 4.70652 10.37653
H -0.69365 2.92112 6.35956
H -0.56407 4.52174 5.54439
H -2.14491 3.74167 5.75447
C -3.20366 -0.32202 -8.41530
C -3.62143 -0.84079 -7.05101
O -3.04447 -0.04452 -6.00878
C -3.67532 1.12628 -5.74743
O -4.67704 1.54513 -6.30832
O -2.98746 1.76675 -4.76937
C -3.50460 3.05556 -4.44777
H -2.11363 -0.24356 -8.48100
H -3.56113 -0.98467 -9.20826
H -3.60535 0.67999 -8.59661
H -3.24362 -1.86027 -6.91854
H -4.71214 -0.88632 -6.95178
H -4.57450 3.01030 -4.22007
H -3.31356 3.74949 -5.27215
H -2.98011 3.41975 -3.55989
*
```

Results
relative energy (zero: lowest compared OMol25 entry of this formula, charge and spin)	971.7	kJ/mol
LUMO energy	-1.8	eV
SMILES	COCCCCCC1=CC(=O)C=CC1=O.CCOC(=O)OC.CCOC(=O)OC.CCOC(=O)OC
highest occupied orbital energy	-9.609	eV
orbital gap	7.836	eV

Mulliken atomic charge list, values in e, 2 entries: -0.44 -0.38

No. 4
Molecular formula: C24H41Cl28N2O5
Method: DFT, ωB97M-V with the def2-TZVPD basis set

ORCA input file:
```
! wB97M-V def2-TZVPD RIJCOSX def2/J DEFGRID3
* xyz 1 1
C -1.74615 -0.79227 5.24185
C -0.24629 -0.59958 4.52964
C -0.15795 -1.61888 3.23800
C 0.20849 -0.68735 1.92874
O 1.37559 0.22232 2.16155
C 1.21179 1.25054 1.10083
O 0.85260 0.88549 -0.16143
C 1.43117 2.87378 1.32615
C 3.00142 3.40980 1.12595
C 3.25153 5.03085 1.29534
N 2.12167 6.00987 1.65815
O 2.37271 7.34644 1.82493
C 0.67273 5.54956 1.88948
C 0.25952 3.95567 1.70763
O -1.13372 3.53548 1.92381
N -1.60486 2.85428 0.86411
O -2.62155 3.35017 0.40624
H -1.90783 -1.92420 5.50126
H -1.73109 -0.08292 6.18520
H -2.51570 -0.38123 4.43179
H -0.21447 0.54957 4.20789
H 0.63565 -0.83678 5.27271
H -1.20769 -2.12761 2.98606
H 0.63945 -2.48735 3.36917
H 0.49253 -1.40784 1.03378
H -0.75328 -0.06231 1.68248
H 3.85287 2.64406 0.87928
H 4.36106 5.41212 1.13044
H 2.44342 7.67630 0.86987
H -0.12436 6.36934 2.19805
C 5.63238 6.90479 4.02622
Cl 4.85525 5.32412 4.17686
Cl 5.95327 7.29703 2.33264
H 4.97338 7.66695 4.44919
H 6.57808 6.88991 4.57342
C 0.97735 0.81791 -3.58322
Cl 2.51197 -0.04583 -3.42827
Cl 1.17662 2.30660 -4.51551
H 0.25620 0.17348 -4.09187
H 0.60826 1.06928 -2.58594
C 8.91484 8.67954 0.87042
Cl 10.26033 7.69025 0.29070
Cl 9.42404 9.73155 2.19671
H 8.54706 9.29727 0.04749
H 8.11649 8.02246 1.22380
C 3.67974 -3.21331 -4.58435
Cl 3.25031 -4.76894 -3.86273
Cl 3.75436 -3.32860 -6.34679
H 2.92541 -2.47259 -4.30793
H 4.65699 -2.90338 -4.20631
C -3.82721 -3.55880 1.37180
Cl -2.06547 -3.60035 1.23157
Cl -4.32471 -3.11355 3.00865
H -4.22291 -2.82321 0.66725
H -4.22640 -4.54809 1.13525
C 10.17545 4.37342 2.84121
Cl 8.46882 4.38733 3.30203
Cl 10.35978 4.25062 1.08736
H 10.64410 5.29905 3.18421
H 10.66394 3.51643 3.31125
C -4.91574 -7.96312 1.07734
Cl -5.12475 -6.65151 -0.08933
Cl -4.80963 -7.33631 2.72686
H -5.77067 -8.64018 1.00838
H -3.99627 -8.50488 0.84269
C -3.41197 -9.91360 -2.21248
Cl -3.69570 -10.68187 -0.64583
Cl -4.67335 -10.34871 -3.37207
H -3.40828 -8.82878 -2.08125
H -2.44422 -10.24164 -2.59958
C -7.06090 -4.78390 -2.83531
Cl -5.71541 -5.77319 -3.41503
Cl -6.55170 -3.73189 -1.50902
H -7.42868 -4.16616 -3.65824
H -7.85925 -5.44098 -2.48192
C 6.80852 5.66689 -1.06005
Cl 6.52480 4.89862 0.50660
Cl 5.54714 5.23177 -2.21964
H 6.81221 6.75171 -0.92882
H 7.77627 5.33884 -1.44715
C 0.94387 -5.59666 -6.99175
Cl 0.51445 -7.15229 -6.27014
Cl 1.01849 -5.71195 -8.75419
H 0.18955 -4.85595 -6.71534
H 1.92112 -5.28673 -6.61371
C -7.74069 -0.48403 0.45238
Cl -6.42876 -1.51103 1.04336
Cl -7.12320 1.07039 -0.11992
H -8.24577 -0.99181 -0.37292
H -8.44874 -0.30799 1.26581
C -2.02631 -2.47674 -6.04395
Cl -0.26457 -2.51829 -6.18418
Cl -2.52381 -2.03148 -4.40710
H -2.42201 -1.74114 -6.74850
H -2.42550 -3.46603 -6.28050
C -11.23476 0.54925 2.30072
Cl -9.92284 -0.47775 2.89170
Cl -10.61727 2.10367 1.72842
H -11.73985 0.04147 1.47542
H -11.94282 0.72529 3.11415
*
```

Results
LUMO energy	-5.3	eV
highest occupied orbital energy	-11.645	eV
orbital gap	6.302	eV

Mulliken atomic charge list, values in e, 2 entries: -0.83 -0.34

No. 5
Molecular formula: C24H41ClF5N5O10PS2
Method: DFT, ωB97M-V with the def2-TZVPD basis set

ORCA input file:
```
! wB97M-V def2-TZVPD RIJCOSX def2/J DEFGRID3
* xyz 1 1
O -6.50097 -3.82566 -3.16907
P -5.22248 -3.70067 -3.93570
N -4.15581 -2.43868 -3.21198
C -3.70182 -2.70266 -1.91398
Cl -4.17585 -4.23803 -1.15930
C -2.85027 -1.75437 -1.16888
C -2.44496 -2.13732 0.27999
C -0.99893 -2.78432 0.40898
C -0.46558 -3.47846 -0.90269
S 0.84148 -2.48724 -1.75170
O 0.33606 -1.88998 -2.98601
O 1.42936 -1.48419 -0.87941
O 2.04154 -3.56489 -2.10663
C -2.47196 -0.52988 -1.89120
S -1.40667 0.74804 -1.12640
O -0.34331 1.02104 -2.07482
O -2.17346 1.97188 -0.96858
F -0.71660 0.26537 0.25634
C -2.96274 -0.28108 -3.24824
F -2.62408 0.83960 -3.90877
C -3.83843 -1.26756 -3.89015
C -4.33754 -0.91403 -5.33197
C -3.18412 -1.35738 -6.33344
C -3.35664 -2.86960 -6.64446
F -4.32445 -3.25392 -7.54260
C -2.60743 -3.82332 -6.03613
F -1.54435 -3.54404 -5.24414
F -2.93054 -5.13301 -6.19697
H -5.59041 -3.32714 -5.26595
H -4.49958 -4.92275 -4.01903
H -2.46818 -1.18754 0.88938
H -3.18068 -2.82905 0.78377
H -0.30700 -2.02374 0.85394
H -1.08023 -3.60087 1.18408
H -1.25061 -3.81812 -1.62055
H 0.07288 -4.41494 -0.56945
H 2.88411 -3.05677 -2.14171
H -4.40244 0.21169 -5.37887
H -5.34825 -1.32338 -5.56714
H -2.21147 -1.25986 -5.76875
H -3.13252 -0.70506 -7.23809
C -6.01980 -6.08200 2.54306
C -4.60372 -5.62592 2.31466
O -4.34297 -4.56622 1.74704
N -3.60299 -6.42455 2.75721
C -3.70848 -7.69927 3.44282
H -6.70708 -5.34257 2.13640
H -6.19497 -7.03275 2.03664
H -6.21401 -6.18378 3.61187
H -2.68228 -6.05603 2.57047
H -3.21429 -7.61320 4.41167
H -3.19453 -8.45607 2.84803
H -4.74160 -7.99924 3.59150
C 1.98420 1.11118 1.04383
C 3.25263 0.68665 1.73967
O 3.70273 -0.44859 1.63593
N 3.89495 1.60956 2.49782
C 3.52005 2.99253 2.74017
H 1.58731 0.27429 0.47972
H 1.23846 1.42006 1.77983
H 2.19103 1.92896 0.35056
H 4.73436 1.25663 2.93261
H 4.33467 3.63360 2.39790
H 3.38629 3.12751 3.81535
H 2.60370 3.26652 2.22613
C 3.39356 6.83708 1.21955
C 2.09989 6.34569 1.81527
O 2.04754 5.83446 2.92424
N 0.96562 6.48595 1.07488
C 0.82413 7.06030 -0.24785
H 4.20538 6.65731 1.92176
H 3.61116 6.29819 0.29556
H 3.33422 7.90986 1.02473
H 0.13959 6.13547 1.53649
H 0.13110 7.90196 -0.18869
H 0.40547 6.30194 -0.91281
H 1.77380 7.40412 -0.64767
C 6.44085 4.47248 4.64608
C 6.84931 5.06468 3.32195
O 6.18384 4.91260 2.30510
N 7.99851 5.78764 3.28016
C 8.91525 6.07828 4.36479
H 5.50828 3.92606 4.52444
H 7.20556 3.77822 4.99945
H 6.28386 5.26473 5.37999
H 8.20923 6.15296 2.36325
H 8.98447 7.16158 4.47969
H 9.89928 5.68569 4.10183
H 8.59135 5.63731 5.30318
*
```

Results
LUMO energy	-5.3	eV
highest occupied orbital energy	-10.096	eV
orbital gap	4.767	eV

Mulliken atomic charge list, values in e, 2 entries: -0.65 0.43

Values for electronic energy, Eh, ordered as above
-5321.7178 -1994.6021 -1841.0533 -14309.2968 -4062.1840